A 3-piece molecular cluster, C34H76N7O4P4S overall in a non-equilibrium geometry. Source: the Open Molecules 2025 dataset; level of theory: ωB97M-V/def2-TZVPD.

Its total energy is -103090.82313 eV. Its total charge is +1. Its lowest unoccupied orbital energy is -3.92 eV. The molecular weight comes out at 802.99 g/mol.

Last column: Mulliken charge in e.
Positions of all 126 atoms, in Å:
C: 5.02459 -4.88235 1.81901  -1.12
C: 6.27931 -4.24489 1.14385  -0.46
C: 5.82965 -2.97045 0.38935  0.26
C: 6.82249 -1.78025 0.53543  -0.80
C: 6.20270 -0.39112 0.13881  -1.48
C: 5.11068 -0.48339 -0.89374  1.00
C: 5.37957 -0.47347 -2.26920  -0.36
C: 4.35155 -0.56429 -3.18175  -0.30
P: 4.66348 -0.50533 -5.01738  0.08
C: 4.51477 -2.19393 -5.75647  -1.01
C: 3.30933 0.59206 -5.67199  -0.92
N: 3.09402 -0.69564 -2.74605  0.39
C: 2.75852 -0.72195 -1.45226  0.11
P: 0.96122 -0.93731 -1.12754  0.36
S: -0.11375 -0.77490 -2.73574  -0.34
C: 3.75144 -0.59478 -0.50212  0.53
C: 3.28899 -0.58142 0.96346  -1.72
C: 2.79510 0.88222 1.25991  -0.76
C: 2.94736 1.28366 2.73533  -1.05
C: 2.00557 0.52696 3.73594  -0.85
C: 0.73501 -0.09488 3.12144  -0.60
C: -0.31891 0.93715 2.64882  -0.07
C: -1.70008 0.20293 2.54288  -1.01
C: -1.92323 -0.37850 1.13596  -0.29
O: -3.31746 -0.70426 0.94233  -0.39
C: -3.45995 -1.75548 0.05640  0.55
C: -3.74848 -1.48178 -1.42090  -0.76
O: -3.39713 -2.90086 0.44027  -0.54
H: 4.33183 -5.26439 1.05587  0.28
H: 4.50555 -4.06974 2.35508  0.26
H: 5.27705 -5.66308 2.54434  0.39
H: 6.69911 -5.01974 0.48966  0.29
H: 7.01006 -4.03718 1.93756  0.32
H: 4.87006 -2.63839 0.80763  -0.39
H: 5.74001 -3.20450 -0.68068  0.27
H: 7.64591 -1.98703 -0.16635  0.35
H: 7.23013 -1.72614 1.55298  0.43
H: 5.85045 0.10476 1.05181  0.16
H: 7.02067 0.22442 -0.26206  0.57
H: 6.40387 -0.39646 -2.62993  0.50
H: 4.38346 -2.04263 -6.83835  0.37
H: 3.64882 -2.77577 -5.40603  0.36
H: 5.45621 -2.73536 -5.61649  0.30
H: 3.27477 0.57895 -6.76630  0.38
H: 3.46946 1.60642 -5.28515  0.33
H: 2.30938 0.27481 -5.32246  0.14
H: 2.34156 -0.76241 -3.44083  -0.15
H: 0.80222 -2.23758 -0.57788  0.16
H: 0.50444 -0.03710 -0.14878  0.02
H: 4.11851 -0.78029 1.64626  0.60
H: 2.49369 -1.33486 1.02238  0.59
H: 1.79572 1.07599 0.86143  0.43
H: 3.47289 1.53761 0.68189  0.58
H: 2.77109 2.36561 2.83194  0.45
H: 3.98891 1.11034 3.05109  0.34
H: 1.66328 1.26317 4.47960  0.31
H: 2.62220 -0.19675 4.28916  0.41
H: 0.92960 -0.82383 2.31722  0.10
H: 0.25443 -0.67639 3.92409  0.67
H: -0.13675 1.35118 1.64343  0.33
H: -0.44254 1.78521 3.33486  0.22
H: -2.52098 0.88833 2.78785  0.29
H: -1.75092 -0.65766 3.22466  0.37
H: -1.36200 -1.32291 1.01389  0.27
H: -1.66828 0.35589 0.34689  0.34
H: -3.39842 -0.46905 -1.66982  0.28
H: -3.24455 -2.23155 -2.03792  0.29
H: -4.82638 -1.49965 -1.63404  0.38
O: -0.98525 2.40155 6.28926  -0.78
P: -1.90786 2.75096 7.44313  0.73
N: -3.26904 3.21233 6.50666  0.32
C: -3.74307 4.51771 6.11278  -1.07
C: -4.00109 2.13052 5.86771  -1.12
N: -0.88850 3.99623 8.08945  0.22
C: -1.18732 5.41561 8.13304  -1.06
C: 0.54360 3.83654 7.82144  -1.06
N: -2.87295 2.80638 8.86702  -0.04
C: -4.03085 3.62126 9.16415  -0.89
C: -2.24733 2.21300 10.05375  -1.12
H: -4.82137 4.60894 6.29761  0.39
H: -3.56191 4.71327 5.04872  0.30
H: -3.28170 5.32870 6.66978  0.32
H: -4.68279 1.64531 6.58038  0.25
H: -3.31886 1.36570 5.48378  0.21
H: -4.59455 2.48056 5.02252  0.47
H: -1.33956 5.84041 7.13357  0.32
H: -0.36241 5.96917 8.58463  0.38
H: -2.04050 5.64077 8.77343  0.24
H: 0.81364 4.21038 6.82494  0.32
H: 0.84264 2.79307 7.88757  0.29
H: 1.13465 4.37887 8.56335  0.38
H: -3.91024 4.67165 8.90079  0.29
H: -4.25251 3.59624 10.23174  0.41
H: -4.92563 3.24620 8.65748  0.21
H: -1.66316 2.95484 10.60911  0.34
H: -1.57608 1.40194 9.76681  0.33
H: -2.99180 1.77759 10.72311  0.43
O: -2.50639 -0.28398 -5.53901  -0.88
P: -2.87705 -1.33345 -6.57956  0.82
N: -1.88638 -0.67333 -7.82373  0.26
C: -2.21161 0.20674 -8.92141  -1.07
C: -0.45995 -0.90013 -7.69005  -1.17
N: -4.56568 -0.94976 -6.58299  0.24
C: -5.30332 -0.31829 -7.66176  -1.09
C: -5.09599 -0.45079 -5.31066  -0.93
N: -3.18378 -2.68878 -7.60188  -0.02
C: -3.21716 -2.76916 -9.04625  -0.90
C: -3.83423 -3.82209 -6.93447  -1.12
H: -1.78320 -0.17091 -9.85934  0.39
H: -1.83050 1.22171 -8.75658  0.31
H: -3.27938 0.29199 -9.10173  0.33
H: -0.18918 -1.90826 -8.03900  0.29
H: -0.14355 -0.81061 -6.64477  0.20
H: 0.12515 -0.17920 -8.26285  0.47
H: -4.91538 0.67816 -7.90371  0.34
H: -6.35081 -0.18663 -7.38633  0.39
H: -5.34015 -0.93793 -8.55815  0.25
H: -4.90831 0.62304 -5.18665  0.33
H: -4.65192 -0.97484 -4.46732  0.13
H: -6.17381 -0.62030 -5.25218  0.42
H: -3.78144 -1.96661 -9.51946  0.30
H: -3.68289 -3.70187 -9.36708  0.40
H: -2.20845 -2.76955 -9.47138  0.21
H: -4.92532 -3.73820 -6.97983  0.34
H: -3.54325 -3.86505 -5.88356  0.31
H: -3.53521 -4.77372 -7.37855  0.45

A 6-piece molecular cluster, C34H77BrF3O16P overall in a non-equilibrium geometry. Source: the Open Molecules 2025 dataset; level of theory: ωB97M-V/def2-TZVPD.

Its total energy is -156745.06237 eV. The SMILES is CCOP(=O)(CC[C@@H](COCCCOCC(F)(F)F)OCBr)OCC.COCCOC.COCCOC.COCCOC.COCCOC.COCCOC. Its lowest unoccupied orbital energy is 0.42 eV. The molecular weight comes out at 909.85 g/mol.

Last column: Mulliken charge in e.
Positions of all 132 atoms, in Å:
C: -0.32151 -0.02485 6.17475  -1.22
C: -0.52179 -0.83015 4.88163  -0.28
O: -1.00242 0.08725 3.89300  -0.21
P: -0.80442 -0.38412 2.37379  0.74
O: 0.15846 -1.45912 2.18352  -0.95
C: -2.43057 -0.91868 1.74024  -0.74
C: -3.53330 -0.55757 2.74372  -0.77
C: -4.91323 -0.98478 2.22233  0.06
C: -5.86760 -0.95009 3.42871  -0.31
O: -5.52883 0.04925 4.36227  -0.31
C: -6.39150 1.17457 4.38631  -1.02
C: -5.54392 2.40880 4.08125  0.36
C: -6.33061 3.72076 4.23084  -0.64
O: -6.59719 4.41734 3.02261  -0.48
C: -5.46399 4.78378 2.28013  -0.49
C: -4.39149 5.54329 3.04194  0.81
F: -4.85105 6.32996 3.97163  -0.27
F: -3.46316 4.75003 3.52923  -0.21
F: -3.75163 6.32646 2.16104  -0.30
O: -5.22975 -0.02761 1.22035  -0.39
C: -6.31060 -0.26491 0.35283  -0.45
Br: -7.25673 -1.95262 0.50326  -0.17
O: -0.32215 0.90986 1.54962  0.16
C: 0.09324 2.05937 2.31826  -0.15
C: 0.88603 2.98079 1.39618  -1.16
H: 0.41389 -0.49201 6.81522  0.38
H: 0.04659 0.94612 5.86582  0.27
H: -1.28254 0.12011 6.65313  0.31
H: 0.42886 -1.27774 4.62675  0.36
H: -1.24449 -1.60906 5.10490  0.29
H: -2.35918 -1.99583 1.67630  0.39
H: -2.60210 -0.46577 0.77226  0.44
H: -3.54156 0.51106 2.90542  0.07
H: -3.36389 -1.09538 3.66422  0.26
H: -4.75613 -1.99880 1.86671  0.54
H: -5.73336 -1.91174 3.92515  -0.11
H: -6.90635 -0.91943 3.11071  0.68
H: -7.16027 1.13530 3.61830  0.33
H: -6.82730 1.26578 5.37816  0.39
H: -5.12436 2.24643 3.09444  -0.13
H: -4.72690 2.42672 4.79298  0.33
H: -7.30449 3.46389 4.63435  0.49
H: -5.85068 4.33476 4.99002  0.28
H: -5.02037 3.93683 1.76352  0.27
H: -5.80986 5.45109 1.50173  0.39
H: -7.04198 0.52503 0.47086  0.35
H: -5.95750 -0.19110 -0.66653  0.43
H: 0.73321 1.81777 3.15579  0.28
H: -0.79524 2.60216 2.62529  0.31
H: 1.91694 2.65987 1.47094  0.22
H: 0.82486 3.98639 1.79952  0.41
H: 0.53012 2.93994 0.37625  0.19
C: 6.24799 -1.40632 -0.82815  -0.73
O: 6.22834 -1.29571 0.58441  -0.41
C: 6.46958 0.02501 1.04266  -0.55
C: 5.18301 0.74456 1.39112  -0.46
O: 4.38011 0.94595 0.24148  -0.38
C: 3.32230 0.00217 0.11698  -0.55
H: 5.79059 -2.35798 -1.09560  0.31
H: 5.68651 -0.60376 -1.31062  0.32
H: 7.28146 -1.39775 -1.19413  0.31
H: 7.03171 0.59522 0.29596  0.23
H: 7.08714 -0.05481 1.94317  0.41
H: 5.43223 1.73371 1.79042  0.42
H: 4.62952 0.19842 2.16174  0.30
H: 2.50450 0.26426 0.79617  0.16
H: 3.65666 -1.01576 0.32725  0.36
H: 2.95194 0.04626 -0.90638  0.20
C: -0.00520 -0.89965 -5.30685  -0.79
O: -0.74044 -1.55928 -4.28921  -0.41
C: 0.09882 -2.08609 -3.27193  -0.89
C: 0.14298 -1.18630 -2.05508  -0.04
O: 0.74082 0.06818 -2.35185  -0.14
C: -0.21236 1.09524 -2.55682  -0.67
H: -0.69963 -0.29210 -5.88612  0.27
H: 0.76652 -0.24646 -4.89533  0.34
H: 0.45878 -1.63493 -5.97432  0.40
H: 1.10864 -2.25422 -3.65883  0.35
H: -0.31653 -3.05478 -2.97696  0.44
H: 0.75817 -1.66534 -1.28673  0.37
H: -0.86013 -1.04391 -1.64128  0.13
H: -0.60649 1.44018 -1.59359  0.06
H: -1.03793 0.76306 -3.19006  0.42
H: 0.29474 1.92591 -3.04700  0.22
C: 4.80528 3.69142 -6.40478  -0.56
O: 4.61371 3.00244 -7.62836  -0.39
C: 4.37387 1.61379 -7.45483  -0.39
C: 2.89923 1.28020 -7.54893  -0.54
O: 2.15726 1.86198 -6.48696  -0.23
C: 1.48299 3.04897 -6.86892  -0.86
H: 4.70284 4.75772 -6.60232  0.25
H: 4.06723 3.40240 -5.65360  0.26
H: 5.81172 3.50141 -6.01605  0.21
H: 4.78436 1.26847 -6.50101  0.26
H: 4.90207 1.09261 -8.25925  0.37
H: 2.78154 0.19499 -7.46654  0.33
H: 2.49382 1.59117 -8.51670  0.37
H: 0.58257 2.80397 -7.44302  0.33
H: 2.12269 3.70728 -7.46016  0.38
H: 1.18683 3.57024 -5.95940  0.23
C: 8.42805 -2.00382 -4.37863  -0.80
O: 7.76711 -0.75103 -4.33200  -0.27
C: 8.54671 0.27114 -3.72879  -0.40
C: 9.20669 1.16034 -4.76203  -0.52
O: 10.16392 0.45264 -5.53537  -0.40
C: 9.67173 0.05362 -6.80356  -0.71
H: 7.89380 -2.63714 -5.08568  0.23
H: 9.46396 -1.90631 -4.71025  0.36
H: 8.40573 -2.48161 -3.39300  0.29
H: 9.29620 -0.16080 -3.05828  0.36
H: 7.86519 0.88077 -3.12684  0.34
H: 9.74173 1.96190 -4.24356  0.39
H: 8.45367 1.62065 -5.40943  0.25
H: 9.66095 0.90695 -7.49013  0.32
H: 8.66748 -0.36988 -6.73461  0.30
H: 10.34660 -0.70463 -7.19824  0.25
C: -6.52704 -7.44622 5.37571  -0.67
O: -6.68500 -6.40028 6.31929  -0.37
C: -5.59301 -5.49450 6.33894  -0.77
C: -5.89438 -4.23352 5.55620  -0.20
O: -6.05866 -4.49838 4.16974  -0.35
C: -7.41928 -4.57009 3.77283  -0.74
H: -7.49961 -7.91435 5.23045  0.25
H: -6.16993 -7.07615 4.41231  0.27
H: -5.82867 -8.19862 5.75707  0.33
H: -4.68678 -5.97480 5.95759  0.37
H: -5.41811 -5.22326 7.38455  0.39
H: -5.04531 -3.54885 5.65473  0.28
H: -6.78004 -3.73292 5.95964  0.32
H: -7.83757 -3.56045 3.69054  0.29
H: -8.01811 -5.15673 4.47208  0.37
H: -7.45661 -5.04511 2.79337  0.23

A 4-piece molecular cluster, C34H77F2N4O3 overall in a non-equilibrium geometry. Source: the Open Molecules 2025 dataset; level of theory: ωB97M-V/def2-TZVPD.

Its total energy is -54035.21635 eV. Its total charge is +1. Its lowest unoccupied orbital energy is -2.32 eV. The molecular weight comes out at 628.01 g/mol.

Last column: Mulliken charge in e.
Positions of all 120 atoms, in Å:
C: 3.56884 4.10058 2.67745  -0.70
C: 2.12959 4.66585 2.33298  -0.53
C: 1.81430 4.75242 0.79299  -0.93
C: 1.07553 3.45716 0.24833  -0.29
C: 2.02591 2.24779 0.54693  -0.06
N: 1.77843 1.01399 -0.26539  -0.01
C: 1.62492 1.14986 -1.74867  -0.76
C: 1.74415 -0.38453 -2.14278  0.17
F: 3.10066 -0.68676 -2.34826  -0.37
C: 1.08994 -1.14992 -0.89887  -1.07
C: 0.91248 -0.08172 0.28196  1.23
C: 1.44921 -0.59722 1.65353  -1.41
C: 0.87855 -1.98155 2.10827  -0.32
C: 1.49494 -2.29218 3.52726  -0.51
F: 2.85266 -1.98199 3.59303  -0.28
C: -0.60342 0.31166 0.13919  -0.99
O: -1.47290 -0.63927 0.73726  -0.18
C: -2.84103 -0.39816 0.37164  -0.18
O: -3.66736 -0.11536 1.47738  -0.38
C: -3.95880 1.27188 1.62132  -0.15
C: -5.45998 1.52636 2.09490  -0.64
O: -6.39414 0.57123 1.52008  -0.52
H: 4.12688 4.72771 3.40028  0.36
H: 4.14910 3.88312 1.74370  0.30
H: 3.41026 3.09277 3.15258  -0.04
H: 1.33788 4.12034 2.90921  0.35
H: 2.09259 5.71626 2.72434  0.39
H: 2.78348 4.85036 0.25182  0.41
H: 1.15992 5.64549 0.64370  0.38
H: 0.91572 3.64838 -0.84407  0.32
H: 0.07012 3.37452 0.71717  0.24
H: 3.06039 2.59252 0.28329  0.42
H: 2.03052 2.07876 1.64339  -0.23
H: 2.70404 0.55281 -0.23124  0.64
H: 2.39235 1.84481 -2.14979  0.49
H: 0.60418 1.42895 -2.10451  0.38
H: 1.24534 -0.67292 -3.09748  0.44
H: 1.65168 -2.04712 -0.54102  0.34
H: 0.14540 -1.54828 -1.33024  0.11
H: 1.35588 0.15712 2.47677  0.56
H: 2.55908 -0.74133 1.52361  0.35
H: 1.17122 -2.77892 1.38259  0.39
H: -0.22311 -2.00962 2.25035  0.13
H: 1.30147 -3.34751 3.84185  0.38
H: 0.95816 -1.65932 4.28170  0.32
H: -0.84099 0.32977 -0.95944  0.46
H: -0.81455 1.31031 0.60836  0.10
H: -2.90271 0.34676 -0.45842  0.08
H: -3.20860 -1.37095 -0.04595  0.31
H: -3.81552 1.88070 0.69787  0.18
H: -3.31793 1.73479 2.42168  0.27
H: -5.78741 2.55386 1.78463  0.30
H: -5.55932 1.46293 3.20377  0.43
H: -7.22337 0.75890 1.97453  0.30
C: -0.34253 -4.65938 -2.43736  -1.51
C: -1.27020 -4.04717 -3.47895  -0.41
N: -0.64137 -3.83895 -4.77201  0.20
C: -1.43124 -3.00335 -5.66991  -0.59
C: -2.78718 -3.53576 -6.13414  -1.02
C: -0.03191 -5.01522 -5.38097  -0.69
C: -0.92418 -6.23152 -5.63628  -0.98
H: 0.56848 -4.06525 -2.32678  0.29
H: -0.84549 -4.68977 -1.46769  0.43
H: -0.06258 -5.68375 -2.68737  0.43
H: -1.59614 -3.07451 -3.09083  0.44
H: -2.17277 -4.66806 -3.55539  0.24
H: -0.82872 -2.75717 -6.54955  0.41
H: -1.60042 -2.04254 -5.16861  0.25
H: -2.67894 -4.31886 -6.88327  0.26
H: -3.35659 -2.72803 -6.60157  0.35
H: -3.38909 -3.91950 -5.30905  0.27
H: 0.80091 -5.33283 -4.74616  0.39
H: 0.44566 -4.72410 -6.32124  0.37
H: -1.56777 -6.46473 -4.78590  0.25
H: -0.30019 -7.11004 -5.81886  0.38
H: -1.54919 -6.09940 -6.51816  0.27
C: -5.95094 1.02893 -6.59961  -1.32
C: -6.05056 0.98958 -5.08074  -0.43
N: -4.76020 0.91909 -4.41156  0.33
C: -4.86124 0.59837 -2.99492  -0.40
C: -5.55192 1.59945 -2.07559  -0.86
C: -3.80924 1.96794 -4.75034  -0.53
C: -4.22813 3.42026 -4.51003  -1.08
H: -5.37412 0.18276 -6.97778  0.21
H: -6.94994 0.97688 -7.03622  0.44
H: -5.49011 1.95280 -6.95491  0.30
H: -6.62748 0.09719 -4.81790  0.43
H: -6.64129 1.85182 -4.74273  0.30
H: -3.85735 0.40263 -2.59933  -0.09
H: -5.38889 -0.35755 -2.90738  0.42
H: -4.92469 2.46988 -1.87734  0.21
H: -5.75211 1.12725 -1.10846  0.23
H: -6.50868 1.94066 -2.47182  0.34
H: -3.54939 1.86093 -5.80764  0.44
H: -2.86662 1.78040 -4.22316  0.11
H: -5.24301 3.62466 -4.85413  0.25
H: -3.56027 4.08930 -5.05971  0.40
H: -4.15625 3.69608 -3.45827  0.28
C: 7.66164 0.75038 8.37691  -1.44
C: 6.35528 1.13097 7.69371  -0.31
N: 6.24884 0.64846 6.32530  0.18
C: 5.14471 1.24293 5.58852  -0.66
C: 3.72285 0.94465 6.06940  -0.77
C: 6.42624 -0.78554 6.13897  -0.69
C: 5.48732 -1.72718 6.89617  -0.85
H: 8.52184 1.07972 7.79132  0.33
H: 7.71861 1.22860 9.35665  0.43
H: 7.73969 -0.32662 8.53727  0.30
H: 6.30376 2.22475 7.68176  0.43
H: 5.51764 0.78738 8.31649  0.27
H: 5.22547 0.96184 4.53271  0.30
H: 5.28303 2.33031 5.60007  0.31
H: 3.41241 -0.06754 5.80983  -0.05
H: 3.01957 1.62675 5.57991  0.40
H: 3.60945 1.08221 7.14536  0.32
H: 7.45426 -1.03810 6.41425  0.37
H: 6.37153 -1.01722 5.07044  0.33
H: 5.35534 -1.43601 7.93983  0.27
H: 5.90352 -2.73800 6.89344  0.38
H: 4.50624 -1.78829 6.42573  0.13